# 1
The following is a DFT calculation (ωB97M-V/def2-TZVPD) of a structure of composition C7H17BO2 at a distorted geometry.

Each line ends with the natural charge from an NBO analysis.
CARTESIAN COORDINATES (ANGSTROEM)
B: 1.1009 -1.3978 -0.0689  0.953
C: 2.6365 -1.0400 -0.1118  -1.002
C: 0.4886 0.0252 2.1023  -0.657
C: -1.6629 0.1531 -1.5121  -0.654
C: -1.6647 1.7184 0.4279  -0.633
C: 0.3322 1.4452 -1.0532  -0.635
C: -0.0769 -0.6277 0.7869  0.028
C: -0.8102 0.7909 -0.4201  0.022
O: 0.4157 -2.3683 -0.6658  -0.881
O: -1.2079 -1.2645 1.2626  -0.742
H: 3.2386 -1.7230 0.4477  0.248
H: 2.6669 -0.1096 0.3217  0.239
H: 2.8642 -0.9863 -1.1399  0.235
H: 1.2193 0.8880 1.9988  0.205
H: -0.3656 0.1749 2.8282  0.230
H: 1.0651 -0.7986 2.4798  0.202
H: -1.3618 -0.8866 -1.8435  0.213
H: -2.6461 -0.0907 -1.2926  0.214
H: -1.7643 0.6147 -2.4060  0.204
H: -1.2623 2.2315 1.2348  0.209
H: -1.9310 2.4822 -0.3212  0.201
H: -2.6484 1.2450 0.8217  0.217
H: 0.8990 0.6234 -1.3587  0.197
H: 0.0624 2.1415 -1.9240  0.203
H: 0.8462 1.9422 -0.2414  0.207
H: 0.9463 -3.0198 -1.2419  0.490
H: -1.3798 -2.1635 0.8887  0.486

Output
Kohn-Sham gap   8.23 eV
E_LUMO   0.317 eV
DFT total energy   -12304.8171 eV
HOMO   -7.9 eV

# 2
The following is a DFT calculation (ωB97M-V/def2-TZVPD) of a cluster of 6 separate species, ClH10O5 in total at a distorted geometry.

Each line ends with the natural charge from an NBO analysis.
CARTESIAN COORDINATES (ANGSTROEM)
Cl: -0.2215 0.5199 -0.1134  -0.926
O: 1.2664 0.1388 2.6355  -0.972
H: 0.6805 -0.3996 3.1677  0.452
H: 0.7616 0.3343 1.8461  0.494
O: -3.3426 0.2395 1.0188  -0.973
H: -3.4043 -0.3184 0.2434  0.471
H: -2.5140 0.7068 0.9128  0.495
O: -2.4038 0.8035 -2.4512  -0.977
H: -2.8034 1.6464 -2.2365  0.456
H: -1.6705 0.7233 -1.8412  0.501
O: 3.1779 0.7260 -0.1022  -0.968
H: 2.2398 0.6986 0.0863  0.490
H: 3.2899 0.1380 -0.8492  0.468
O: 1.8941 -1.9708 -1.0752  -0.973
H: 1.2330 -1.3253 -0.8251  0.500
H: 1.8169 -2.6610 -0.4165  0.461

Output
Kohn-Sham gap   9.79 eV
E_LUMO   3.776 eV
DFT total energy   -22926.0121 eV
Net charge   -1
HOMO   -6.0 eV

# 3
The following is a DFT calculation (ωB97M-V/def2-TZVPD) of a structure of composition C35H45BiN4OP2S3Se at a distorted geometry.

Each line ends with the Mulliken charge.
CARTESIAN COORDINATES (ANGSTROEM)
Bi: 0.6118 -1.0309 -0.1540  0.833
S: 1.8432 1.1274 -0.9142  -0.402
C: 0.7138 2.3890 -0.4654  1.097
C: 1.1783 3.7033 -0.4928  -1.123
C: 0.3286 4.7684 -0.2829  -0.690
C: -1.0125 4.5395 -0.0147  -1.106
C: -1.4725 3.2414 0.0708  -0.891
C: -0.6261 2.1603 -0.1508  0.525
S: -1.3475 0.5611 0.0038  -0.438
H: 2.2235 3.8613 -0.7115  0.435
H: 0.7137 5.7761 -0.3371  0.400
H: -1.6959 5.3639 0.1323  0.470
H: -2.5084 3.0427 0.2956  0.541
C: 4.7284 -1.1147 -1.2862  -1.584
P: 4.0831 -1.1935 0.4352  1.074
C: 5.1714 0.0382 1.2534  -1.451
C: 4.8672 -2.7505 1.0554  -0.924
C: 4.0983 -3.9382 0.4972  -1.105
P: 2.2884 -3.6346 0.8120  1.016
C: 2.0930 -4.4857 2.4296  -1.419
C: 1.5422 -4.9093 -0.2860  -1.299
H: 5.8047 -1.2811 -1.3190  0.443
H: 4.4915 -0.1242 -1.6734  0.381
H: 4.2131 -1.8574 -1.8941  0.376
H: 6.2266 -0.1569 1.0655  0.461
H: 4.9595 -0.0008 2.3233  0.370
H: 4.8989 1.0236 0.8780  0.283
H: 4.7653 -2.7151 2.1438  0.319
H: 5.9306 -2.7772 0.7999  0.532
H: 4.4242 -4.8836 0.9418  0.537
H: 4.2387 -4.0020 -0.5854  0.412
H: 2.5516 -5.4763 2.4058  0.438
H: 1.0225 -4.5674 2.6168  0.334
H: 2.5437 -3.8800 3.2162  0.330
H: 2.0404 -5.8724 -0.1803  0.465
H: 1.6030 -4.5787 -1.3222  0.376
H: 0.4909 -4.9953 -0.0113  0.210
C: 2.0534 2.7602 3.0190  -0.931
N: 0.7799 2.1148 3.1530  0.386
C: 0.5287 0.8332 2.8298  -0.339
Se: 1.8350 -0.3171 2.1356  -0.628
N: -0.7801 0.5884 2.9577  0.715
C: -1.4170 1.7439 3.3401  0.478
C: -2.7437 2.0664 3.5895  -0.789
C: -3.0181 3.3716 3.9570  -0.541
C: -2.0183 4.3390 4.0580  -0.648
C: -0.6968 4.0330 3.8060  -0.663
C: -0.4112 2.7236 3.4576  0.516
H: 2.8177 1.9838 2.9485  0.236
H: 2.2516 3.4040 3.8738  0.393
H: 2.0557 3.3529 2.1018  0.290
H: -1.1856 -0.3243 2.7009  0.062
H: -3.5300 1.3348 3.4923  0.530
H: -4.0379 3.6601 4.1624  0.406
H: -2.2781 5.3529 4.3208  0.412
H: 0.0819 4.7757 3.8544  0.441
C: -2.5164 -6.0807 -1.0230  -1.286
C: -2.8762 -4.7879 -0.3601  0.884
C: -4.1733 -4.2717 -0.3496  -0.873
C: -4.3489 -3.0555 0.2959  -0.206
N: -3.3659 -2.4259 0.9122  -0.370
C: -2.1701 -3.0021 0.8574  0.103
S: -0.8717 -2.2912 1.7489  -0.665
N: -1.8829 -4.1346 0.2213  -0.124
H: -3.3447 -6.7852 -0.9948  0.437
H: -1.6476 -6.5111 -0.5308  0.296
H: -2.2501 -5.8828 -2.0613  0.247
H: -4.9970 -4.7889 -0.8183  0.405
H: -5.3177 -2.5670 0.3489  0.431
C: -4.2032 3.5220 -2.7700  -1.928
C: -3.0186 2.6318 -2.9774  0.743
C: -1.7760 3.1633 -3.2953  -0.441
C: -0.6607 2.3618 -3.4656  0.871
C: 0.6455 3.0159 -3.7993  -2.199
C: -0.7894 0.9646 -3.3089  0.840
C: 0.3880 0.1139 -3.3700  -0.569
O: 0.4622 -1.0407 -2.9696  -0.609
C: -2.0597 0.4101 -3.0390  1.369
C: -2.2810 -1.0687 -2.9589  -1.403
C: -3.1453 1.2533 -2.8734  -0.725
H: -3.8983 4.5607 -2.6762  0.363
H: -4.7416 3.2311 -1.8708  0.373
H: -4.8889 3.4434 -3.6136  0.438
H: -1.6785 4.2355 -3.4036  0.277
H: 0.5420 4.0987 -3.7562  0.347
H: 0.9642 2.7424 -4.8049  0.487
H: 1.4249 2.7143 -3.1033  0.374
H: 1.2827 0.5786 -3.8138  0.298
H: -1.7481 -1.5993 -3.7485  0.344
H: -3.3456 -1.2876 -3.0280  0.461
H: -1.9141 -1.4494 -2.0037  0.066
H: -4.1103 0.8214 -2.6462  0.396

Output
Kohn-Sham gap   7.18 eV
E_LUMO   0.248 eV
DFT total energy   -167305.7960 eV
HOMO   -6.9 eV

> Among the records above, which one has the lowest HOMO?

C7H17BO2